Record 1
A 17-piece molecular cluster, C54H99B8F32N18 overall. Source: OMol25; level of theory: the ωB97M-V functional and the def2-TZVPD basis.

Output
Energy above the lowest of the compared OMol25 structures with the same formula, charge and spin, kcal/mol: 367.6

ORCA input file:
```
! wB97M-V def2-TZVPD RIJCOSX def2/J DEFGRID3
* xyz 1 1
H 3.62755 8.89511 0.48796
H 0.38755 2.94347 -2.73435
F -8.04688 -2.51050 -2.48618
F -0.46822 9.39224 -4.28001
H -4.27959 -12.31523 -5.56240
F -7.34767 -3.23801 -0.48069
C 4.19642 9.35472 1.29618
N 6.92012 9.04062 4.68156
C 9.94027 0.07348 3.91449
C -1.51743 -1.97083 -0.06626
C 6.67485 8.58129 -7.09312
H 7.40990 8.69882 -7.88935
F -7.95598 -4.30497 4.60321
F -5.09246 6.51525 -6.27035
H 3.06900 -2.08124 7.88948
H -6.60967 -4.87632 10.61217
H 2.27553 -3.52381 10.24477
C -8.15523 -14.17892 -3.87806
B -4.36655 5.46351 -5.85880
H -0.99916 -1.50360 0.77111
H 5.66516 8.61976 -7.50196
H -3.79269 -9.34239 -5.44256
C -4.82360 -9.15290 -5.14354
C 6.88274 8.89577 6.11535
C 0.52510 2.16667 -3.48651
H -5.37168 9.38134 3.50894
H -1.87273 -7.31718 10.20727
H 6.41742 7.95573 6.41180
F 1.20321 -9.28690 3.08862
C -6.08282 -9.98066 -5.70635
H -10.87342 2.01379 -10.94291
F -3.55527 6.07595 -4.78038
C -4.75248 9.51985 4.39523
F 2.54335 -0.05157 -10.45690
N -0.24026 0.98460 -3.07882
C -11.04314 1.04508 -10.47292
F 4.62565 0.51020 -9.98263
H 1.10819 0.12782 -1.58506
H 9.12570 -0.51448 4.33743
C -5.74509 -4.92084 11.27445
C 6.62279 9.88744 -6.09411
H 7.19084 -4.39462 0.33449
C 10.53462 -2.33708 1.78948
F -8.16557 -2.51071 3.76793
B -0.05526 9.39239 -5.58216
H 2.81353 -6.20109 11.08638
C -1.78842 -0.54418 -3.01400
H -8.07554 -14.82324 -3.00250
C -1.41993 0.65128 -3.63190
H 3.67082 8.84663 2.10470
H -2.63565 -1.05872 -3.44279
C -11.59410 1.29341 -9.05526
F 2.95493 1.05763 -8.56216
B 1.93316 -8.12049 2.90854
F -9.28777 -2.15382 -0.74137
H 9.75259 1.12883 4.11217
C -9.63659 -0.99365 -10.57349
C 3.04393 -5.67514 10.17168
H 0.16162 -2.38646 -0.85961
F 4.02849 2.98891 0.90020
H 8.93835 3.75822 -4.54451
F 0.68378 10.53568 -5.99943
H -8.25916 -14.86585 -4.71796
H 0.16943 2.58627 -4.42754
F -1.15660 9.32661 -6.30853
H -3.28562 -6.08024 12.15099
H -10.41186 -1.67661 -10.88798
H -8.26176 -11.34814 -4.33937
H -3.56145 -8.16386 7.58150
H 9.57775 5.32887 -4.00130
C 2.74181 -4.38375 9.78709
H -1.91158 1.13648 -4.46211
B -7.94510 -2.20522 -1.14629
H 9.19519 0.66316 1.85119
H 1.59737 1.98022 -3.42677
H -1.75951 -2.97388 0.28501
H -6.27866 -3.01092 12.03905
H 0.67424 -3.03246 8.60606
H -4.94439 -8.14246 -5.53407
N 3.41751 -6.32042 9.03853
C -5.33511 -3.50809 11.81402
H -5.41789 10.14011 4.99573
H -9.09576 -13.67777 -3.64926
C -4.31271 6.33521 3.52829
N -7.13153 -13.18639 -4.30929
F 3.23223 3.60062 2.90265
C -4.68303 -5.98311 9.21406
C 3.72979 -7.77854 8.96964
C 6.99681 10.26400 2.86637
N 6.32188 9.10582 2.47673
H 0.64277 -2.19073 7.13661
N -3.31982 5.86107 2.71480
F 6.73613 -2.63043 -3.81513
F -7.18695 -1.05248 -0.88527
C 7.25574 -4.08198 1.37666
H -1.23228 6.16548 2.57434
H -1.80383 7.99854 4.76702
N -6.18789 -11.35812 -5.11113
B 3.32244 0.96813 -9.84054
H -5.89242 0.93179 -9.81314
H 7.55815 10.38608 -5.84004
H -7.03279 -9.45020 -5.64103
N 8.43461 -3.15428 1.54987
C 9.69075 -3.45166 1.81395
H -1.31363 -2.87770 -2.00195
H 2.84162 -8.40103 9.07795
F 1.98452 -7.83502 1.55781
H 10.89883 -0.13336 4.39037
C -8.50043 0.92677 -10.01670
H 6.13672 9.57440 0.49395
H -5.99839 -10.03985 -6.79146
C -3.42178 4.81530 1.66257
H -5.46926 -5.83621 8.48835
C 8.04849 6.99370 -5.66485
N -3.82918 7.33743 4.33276
F 5.34491 2.77173 2.67127
C 0.20281 0.07278 -2.17127
C 5.63077 8.89152 1.17646
C -8.33617 -1.39073 -10.43167
C -2.38403 7.33856 4.13917
B -7.42231 -3.05242 4.69468
C 9.86404 -0.03043 2.36077
H -3.81787 10.03558 4.17466
H -7.86971 -2.36438 -10.45978
C 6.20621 8.39262 3.66366
H 4.43295 -8.13214 9.72371
F 7.84653 -1.42798 -5.20408
C 7.43086 10.21119 4.13747
H 8.83864 7.71264 -5.50613
H -4.94307 -9.15152 -4.06010
C -5.86449 -13.56500 -4.80322
H -2.53748 -1.59468 -0.14451
C 8.44587 -1.79224 1.39737
C 9.16606 4.77998 -4.84825
F 1.46054 -6.86622 3.38030
H 5.64179 7.49738 3.87903
F 3.10200 -8.47313 3.31202
C -2.13628 6.47220 3.07940
N 6.92843 7.30484 -6.41056
N 3.05994 -4.16823 8.43580
H -5.96526 -0.81262 -9.29285
H -4.31229 4.24051 1.91691
H 5.75577 7.85622 0.85928
F -5.32645 4.39805 -5.64955
H 7.52569 -1.24063 1.27331
H -3.51981 5.34275 0.71373
B 3.93667 2.66162 2.23213
H 7.31253 -4.91834 2.07335
H -2.59896 4.10196 1.70963
N 8.13249 5.61953 -5.47091
C 6.27725 6.09918 -6.64583
H 4.10109 -8.00436 7.97002
H 7.15049 11.04722 2.13881
H -4.72188 -3.48946 12.71498
H 7.83813 10.98345 4.77319
H 0.74614 -4.00312 7.13562
H 7.01131 3.99744 -6.25082
H -6.13095 -5.51920 12.09979
H 4.16099 10.44414 1.29179
C 7.07172 5.07339 -6.17954
H -8.08299 1.89723 -9.79227
F 5.65895 -2.17253 -5.68488
H -4.89556 -3.04636 10.92988
H 11.57396 -2.17229 1.54658
H -11.71827 0.32315 -8.57435
H 6.38836 -3.49990 1.68802
C 3.53985 -5.40352 7.96348
H 3.06521 -3.12222 6.51222
F 3.22868 1.43151 2.48166
C -3.03639 -7.21082 7.64567
H 6.15872 9.54322 6.61007
B 6.59307 -1.70747 -4.68844
H -5.30996 5.96076 3.35029
C -7.32738 -11.85360 -4.53391
N 9.63041 -1.29478 1.80882
H 5.82346 10.53918 -6.44684
F 3.10327 2.21821 -10.48706
C -2.84161 -6.85917 10.07345
N -4.66743 -5.68287 10.62114
H 10.82681 0.28706 1.96029
H -5.49000 -14.57615 -4.86450
F -6.12001 -3.10744 4.28251
C -4.59577 8.21218 5.08087
H 7.85981 8.72741 6.56819
H -11.76029 0.49784 -11.08475
H 10.00300 -4.47246 1.97784
N -0.73831 -0.88788 -2.16766
F -7.62162 -2.56510 5.96488
C 2.66338 -3.02332 7.52061
C 1.08373 -3.07498 7.59680
C -6.16044 -0.08929 -10.08456
F 0.72517 8.31091 -5.85114
H -4.07432 8.30398 6.03364
H -12.46080 1.95421 -9.07171
N -9.71332 0.43026 -10.35411
H 6.42173 9.45345 -5.11467
H -5.58964 -0.26546 -10.99628
F -3.60950 5.11073 -6.95216
H -5.45397 7.70980 5.52720
F 6.02223 -0.59597 -4.06245
H -1.96918 -7.38318 7.78514
C -5.20563 -12.39196 -5.01199
H -10.79591 1.78127 -8.49582
H -3.30199 -6.72651 6.70600
H 5.54860 6.11656 -7.44280
C -0.76321 -2.16215 -1.39110
N -3.53202 -6.67966 8.87263
H 3.79914 -5.58286 6.93052
C -3.49811 -6.16906 11.09583
N -7.59360 -0.18019 -10.10845
H 9.93328 4.67931 -5.61592
*
```

Results of the Löwdin charge analysis, in e, for atoms 1 through 6: H 0.0969; H 0.0984; F 0.0870; F 0.1158; H 0.1373; F 0.1149

=====

Record 2
A 12-piece molecular cluster, C54H99F18N18P3 overall. Source: OMol25; level of theory: the ωB97M-V functional and the def2-TZVPD basis.

ORCA input file:
```
! wB97M-V def2-TZVPD RIJCOSX def2/J DEFGRID3
* xyz 6 1
H 6.20361 4.21651 5.04818
H -7.10001 -12.36133 -8.50234
C 2.93181 -2.29870 5.82684
C 2.16315 1.76065 -10.07009
C 4.16185 1.10898 -7.00237
H 0.68082 7.84687 10.76986
H -7.10209 4.43548 4.20461
H -2.82955 -8.05637 -8.61308
F -3.13775 -3.98191 5.29446
C -6.69460 -12.25924 -9.50898
H 7.26000 4.99413 7.50293
P -8.09785 -0.02603 -1.40488
N 6.18097 6.37422 5.11668
H -5.13493 3.87440 -3.37281
H -7.50833 5.25459 1.59672
H -6.10744 3.04436 -5.27639
H 1.44306 0.97531 -10.29988
H -5.61677 3.95546 -6.60933
H 3.23008 -4.38402 5.56076
H 2.81074 3.30546 9.23484
C -1.59083 -1.97693 -3.10854
C 4.17278 4.12544 2.96634
N -0.67125 -2.86567 -2.56504
N -1.64518 -1.77118 -0.90042
C -1.29521 -0.05684 0.86533
H -2.53619 4.07039 -2.33763
C -6.24582 7.43029 3.87566
C -0.56256 3.54715 -4.26708
H -2.04642 -10.43460 -7.40332
H -0.21442 -0.13356 0.74657
C 1.16241 5.93984 8.24610
C 7.13733 6.78826 6.17909
H 5.08124 -3.32356 -7.45432
H 1.50327 -2.45884 8.42625
N 3.91742 -0.17240 -7.43297
H 4.21737 3.28889 3.66368
H 6.74188 -2.95409 9.30045
H -4.32944 1.86868 -7.50819
F -3.77978 -1.58346 7.38510
C 0.20375 -3.81602 -3.29500
H 3.37794 -7.02497 1.62466
H 6.51105 7.19674 6.97220
H 5.96860 -5.03074 -2.42453
H 1.22157 -3.81392 -2.90493
H 2.37436 7.69470 11.33491
H -0.37656 3.56931 8.46007
H 4.06118 -8.48337 0.88858
H 3.70729 -1.93955 5.15026
H 4.66795 -2.42365 -8.72521
C 0.39208 3.65082 7.69153
H 4.62923 3.93992 1.99405
H 5.43664 -1.10330 -6.42352
C 4.66855 -2.03977 7.67717
N 4.75840 -2.22294 9.02784
F -7.09099 1.14795 -0.98624
C 1.69074 8.24956 10.69233
P -3.40979 -2.77182 6.32054
F -4.44083 -2.04593 5.34746
H 4.27378 -7.14452 -1.55912
H 3.92143 5.83404 9.94754
N -4.14654 -9.66761 -8.73441
C 5.99720 -2.32265 9.78505
N 2.19902 6.56595 8.90645
H -0.17765 4.43023 -4.77710
N -4.06968 3.55667 -5.15905
C 3.45072 -2.36548 9.48710
C 2.58060 -2.38935 8.39593
N 4.90857 5.24773 3.61960
H -5.11690 -11.28380 -11.39734
H -3.28854 -9.26064 -10.61196
H -8.06602 10.88843 2.96236
C -6.76198 8.69044 4.08153
H -1.73988 -8.88670 -6.52995
H -6.33283 3.44539 2.89550
H 4.74811 -7.56206 2.28676
H 5.54152 -1.99516 7.04288
C 7.89720 -3.16967 1.01607
C -2.49313 -9.53861 -6.97234
H 1.58430 -4.01871 5.99297
N -6.98470 6.85692 2.82876
C -5.25640 3.16927 -5.94589
C -4.16744 3.93505 -3.84891
C -2.90846 3.93541 -3.34242
F -0.53289 -2.24507 -10.81568
H -5.41873 4.68329 3.85870
C -1.96823 -1.37208 0.46063
C 3.13499 0.02141 -8.58615
C 2.23660 8.03403 9.25484
H -6.04539 1.59837 -7.15921
C 4.30138 -7.50066 1.29441
C 3.73101 1.98052 -7.95500
H -5.68963 -10.48297 -7.40647
N 5.01696 -6.56553 0.37771
H -0.20381 2.61276 -4.69871
F -7.41587 -0.14110 -2.86829
H -0.18399 4.10276 6.88407
H 5.43895 8.30756 4.82843
H -0.24222 -4.80200 -3.16446
H -5.92355 5.68763 1.59667
H 1.67077 2.70248 -9.82798
C 4.44504 -1.33374 -6.81305
H -2.37529 3.04308 -6.46446
H -7.43777 -12.01530 -10.26811
H 8.12397 -3.96903 1.72155
C 5.80444 5.13874 4.65248
H 5.75677 -2.60616 10.80970
C 4.71904 6.62789 3.56513
C 4.95099 -6.50584 -1.01151
H 3.38418 -3.06106 -7.72712
H 0.79454 2.66818 7.44544
H -0.30820 3.52295 -3.20745
H -6.35576 -13.25107 -9.80825
H 8.79705 -2.56106 0.92683
H 2.19866 -3.84849 4.33742
C 2.42297 -3.67176 5.38935
H -9.49385 10.04953 3.81737
F -4.63296 -3.73151 6.90291
C 3.09493 5.56521 9.30643
C -7.92562 7.74534 2.41600
H 3.29314 8.30178 9.26630
N -5.58833 -11.29794 -9.38725
H 6.39793 -1.31253 9.70038
H -3.00196 -0.59296 -2.00921
H 6.91378 -3.02343 -0.97780
N 3.03662 1.31094 -8.95951
H 8.28522 -4.11175 -0.90869
F -1.35845 -1.33569 -8.79229
F -2.19386 -1.90319 5.73812
H 7.11845 -2.62068 1.54547
H 8.70118 5.97984 7.44599
C -4.82196 -10.90131 -10.43137
C -2.74082 3.32064 -5.48683
H 1.67026 8.58903 8.50696
C 5.81043 -5.47374 0.76246
H -3.05554 -1.30799 0.41899
F -0.31384 -3.35462 -8.90827
N 3.41559 -2.28885 7.23546
H 8.40892 4.94707 6.12443
F -2.69530 -3.17760 -8.50419
H 3.27017 -2.42496 10.55024
F -9.09280 1.06633 -2.01172
N 1.40165 4.56615 8.22193
H -1.66015 -2.15098 1.15812
H -1.64867 0.76595 0.24390
H 1.74223 9.32271 10.87611
H -4.75209 1.13191 -5.97085
N -7.87802 8.80866 3.28754
H -5.35721 6.90357 4.19084
C -0.63673 -2.62635 -1.24740
H 2.74364 1.89335 -10.98307
F -1.81621 -4.16017 -10.29418
H 4.73677 1.23506 -6.09685
C 5.82610 -5.50508 -1.46479
H -9.21397 9.93466 2.15434
H 0.03032 -3.11241 -0.55084
H 2.19702 -1.50307 5.70381
H 3.85328 -1.48144 -5.90967
F -2.50361 -3.50811 7.47411
F -8.73324 0.25763 0.08108
N 6.37355 -4.90814 -0.36600
F -9.16130 -1.20067 -1.65322
C -5.22292 -10.46233 -8.38020
C 4.34779 -2.55286 -7.69133
H -1.81852 -1.85245 -4.15690
C 7.40669 -3.77348 -0.35928
H -1.64423 0.19394 1.86702
H 3.97408 6.99103 2.87264
C 5.35813 7.28579 4.48806
H -4.09556 -8.19394 -7.31890
C -2.25712 -1.37232 -2.07400
H 0.16439 -3.56126 -4.35408
H 6.09142 -5.24754 1.78044
C -3.95195 -9.92282 -10.07548
C -3.35477 -8.71720 -7.92349
C -6.72887 5.51852 2.31149
F -2.78134 -2.02390 -10.48998
H -8.75418 7.56978 1.74588
N -2.01308 3.61841 -4.37258
H 0.30882 6.47655 7.85916
F -7.16210 -1.17170 -0.77595
H 2.75084 -0.84188 -9.10918
H 7.85473 7.40458 5.63726
H -2.99918 -9.94195 -6.09522
C 7.88744 5.58633 6.83682
H 3.72799 3.05913 -7.90018
H -6.58749 9.41866 4.85976
H 3.11578 4.38260 2.89773
C -8.67510 9.99500 3.09989
C -6.36877 4.41172 3.39852
C -5.08124 1.85294 -6.71911
P -1.58327 -2.71164 -9.63677
C 2.52320 4.31403 8.97695
*
```

Results of the Löwdin charge analysis, in e, for atoms 1 through 6: H 0.1544; H 0.1050; C -0.1697; C 0.0520; C -0.0309; H 0.0870

=====

What strongest force on any atom values result from the calculations? In sequence: 6.7, 5.7 eV/A.
What DFT total energy values result from the calculations? In sequence: -176814.1049, -161162.9096 eV.
What orbital gap values result from the calculations? In sequence: 0.1906, 0.2227 hartree.